No. 1
ORCA calculation (ωB97M-V/def2-TZVPD) on C19H31ClN2OZr as an isolated structure in a non-equilibrium geometry.

Gap between HOMO and LUMO = 7.318 eV
Net charge = +2

Positions of all 55 atoms, in Å:
C 4.3507 -0.7816 -2.7648
C 4.0524 -0.8769 -4.2380
C 5.0294 0.5310 -2.4233
C 5.1897 -1.9368 -2.2864
Cl 2.1528 -1.0046 -1.6523
H 5.9929 0.5614 -2.9802
H 5.3237 0.6286 -1.3677
H 4.4974 1.4326 -2.7570
H 5.0141 -0.9394 -4.7848
H 3.5479 0.0150 -4.6329
H 3.4819 -1.7825 -4.5095
H 6.1152 -1.9567 -2.8969
H 4.7096 -2.9220 -2.4197
H 5.5340 -1.8242 -1.2488
C -1.2309 2.0741 -0.5131
C 0.0716 2.4208 -0.0606
C 1.0197 2.0497 -1.0978
H 0.2724 3.0766 0.7931
C 0.2905 1.4482 -2.1833
C -1.0950 1.4465 -1.8117
H -1.9158 1.1173 -2.4560
H -2.1587 2.4635 -0.1021
H 2.0677 2.3725 -1.1589
H 0.6955 1.0861 -3.1346
C 0.5639 -1.3766 2.0383
C 0.1637 -0.0358 2.4129
C 1.2040 0.8391 1.9904
H -0.6919 0.2493 3.0584
C 2.2073 0.0830 1.2771
C 1.8010 -1.2888 1.3069
H 2.2951 -2.1255 0.8058
H 0.0192 -2.2985 2.2892
H 1.3021 1.8833 2.3179
H 3.1719 0.4781 0.9356
Zr 0.1972 -0.0683 -0.1497
C -3.9375 0.1409 -0.8378
N -3.9691 0.1168 0.6361
C -5.3707 0.0291 1.0906
C -2.8747 -0.1877 1.3569
O -1.6928 -0.2769 0.7842
N -3.0798 -0.4653 2.6830
C -3.8770 0.4061 3.5694
C -2.3919 -1.5918 3.3146
H -4.9506 -0.1172 -1.1493
H -3.2258 -0.6000 -1.2534
H -3.7367 1.1866 -1.2167
H -5.6266 -0.8152 1.7523
H -5.7501 0.9577 1.5343
H -5.9263 -0.1248 0.1778
H -4.8623 0.0040 3.8996
H -3.2880 0.5497 4.4964
H -4.0382 1.3979 3.0990
H -1.9281 -2.1982 2.5222
H -1.6366 -1.2073 4.0355
H -3.0797 -2.2429 3.9099

Here are the Löwdin charges for atoms 1 to 2, given in e: C -0.4108; C -0.0723

No. 2
ORCA calculation (ωB97M-V/def2-TZVPD) on one molecule with the formula C4H10N2O in a non-equilibrium geometry.

Relative energy (zero: lowest compared OMol25 entry of this formula, charge and spin) = 110.9 kJ/mol
Gap between HOMO and LUMO = 10.481 eV
Structure (SMILES) = CC[C@H](N)C(N)=O

Positions of all 17 atoms, in Å:
N 0.7309 1.4679 0.7000
C -2.0074 0.2831 0.9354
C -1.0782 0.1185 -0.2497
C 0.3858 0.0897 0.1964
C 1.2778 -0.3780 -0.9254
N 1.5086 -1.7276 -0.9964
O 1.8011 0.4790 -1.6633
H 1.7716 1.4013 1.0068
H 0.7095 1.9665 -0.1646
H -3.0088 0.5294 0.5833
H -2.2080 -0.5337 1.6911
H -1.7078 1.1029 1.4916
H -1.1346 0.9312 -1.0041
H -1.1395 -0.8047 -0.8266
H 0.4070 -0.6298 1.1037
H 1.4005 -2.3899 -0.2045
H 2.2916 -1.9059 -1.6737

Here are the Löwdin charges for atoms 1 to 2, given in e: N 0.0416; C -0.1091

No. 3
ORCA calculation (ωB97M-V/def2-TZVPD) on one molecule with the formula C3H7N3O in a non-equilibrium geometry.

Relative energy (zero: lowest compared OMol25 entry of this formula, charge and spin) = 629.1 kJ/mol
Gap between HOMO and LUMO (alpha / beta) = 7.813 / 9.440 eV

Positions of all 14 atoms, in Å:
C -1.2278 -1.9700 -0.1887
C -0.4609 -1.4272 -1.4155
C 0.6052 2.1637 1.2044
N -1.0736 -1.2615 0.8258
N 0.0910 0.3817 -0.2734
N 1.0245 1.0528 0.3913
O 0.6265 -0.6358 -1.0801
H -1.6096 -2.9911 -0.2662
H -0.0282 -2.3132 -2.1188
H -1.2392 -0.9144 -2.0794
H 1.4427 2.9373 1.2729
H -0.2912 2.5006 0.7258
H 0.2864 1.9202 2.2578
H 1.8542 0.5568 0.7441

Here are the Löwdin charges for atoms 1 to 2, given in e: C -0.2801; C -0.2638

No. 4
ORCA calculation (ωB97M-V/def2-TZVPD) on one molecule with the formula C16H27NO.

Relative energy (zero: lowest compared OMol25 entry of this formula, charge and spin) = 0.0 kJ/mol
Gap between HOMO and LUMO = 8.785 eV
Structure (SMILES) = CC1(C)CC(=O)C=C(NC2CCCCCCC2)C1

Positions of all 45 atoms, in Å:
C 1.8742 2.7089 -2.2154
H 1.0884 3.4621 -2.2180
H 2.7205 3.0957 -2.7778
H 2.1941 2.5436 -1.1898
C 1.3738 1.4065 -2.8431
C 2.4828 0.3544 -2.8295
C 2.8909 -0.0643 -1.4250
O 4.0326 -0.4241 -1.1859
C 1.8555 -0.0423 -0.4266
C 0.5919 0.3854 -0.6710
N -0.3943 0.4314 0.2532
H -1.2994 0.7447 -0.0580
C -0.3195 -0.0513 1.6161
C -1.3281 0.7312 2.4710
H -1.0675 1.7863 2.3527
H -1.1636 0.4841 3.5198
C -2.8137 0.5487 2.1296
H -3.3072 1.5228 2.1816
C -3.5690 -0.3881 3.0763
C -2.8867 -1.7168 3.3906
H -1.9300 -1.5293 3.8774
H -3.5122 -2.2383 4.1205
C -2.6827 -2.6627 2.2087
H -3.6482 -2.8562 1.7351
C -1.6902 -2.2171 1.1276
C -0.3967 -1.5905 1.6600
H -0.2080 -1.9279 2.6790
H 0.4354 -1.9461 1.0489
H -2.1683 -1.5344 0.4271
H -1.4316 -3.1080 0.5499
H -2.3279 -3.6122 2.6184
H -4.5565 -0.5844 2.6514
H -3.7218 0.1338 4.0250
H -2.9325 0.1988 1.1056
H 0.6754 0.2177 1.9963
C 0.1892 0.8538 -2.0408
H -0.2401 0.0027 -2.5813
H -0.5897 1.6174 -1.9575
H 2.1563 -0.3732 0.5551
H 2.1386 -0.5483 -3.3443
H 3.3700 0.7129 -3.3540
C 0.9313 1.6792 -4.2827
H 0.1304 2.4159 -4.3047
H 0.5730 0.7683 -4.7581
H 1.7639 2.0632 -4.8669

Here are the Löwdin charges for atoms 1 to 2, given in e: C -0.0302; H 0.0858

No. 5
ORCA calculation (ωB97M-V/def2-TZVPD) on C32H64O36S8 as an isolated structure in a non-equilibrium geometry.

Relative energy (zero: lowest compared OMol25 entry of this formula, charge and spin) = 305.7 kJ/mol
Gap between HOMO and LUMO = 9.303 eV

Positions of all 140 atoms, in Å:
C -16.9981 -15.0776 -2.0866
C -16.5896 -16.2963 -2.8899
C -15.2604 -16.5827 -2.2514
O -14.7086 -15.3276 -1.8871
C -15.6947 -14.2942 -2.1059
H -17.1832 -15.3363 -1.0440
H -17.9363 -14.5686 -2.3077
H -16.6202 -16.0671 -3.9551
H -17.3756 -17.0197 -2.6731
H -14.7601 -17.1431 -3.0412
H -15.3986 -17.1737 -1.3460
H -15.4053 -14.0141 -3.1188
H -15.6225 -13.4399 -1.4328
C -23.7574 -16.9029 0.1047
C -24.6068 -18.0136 0.7880
C -25.8905 -17.2435 0.9969
O -26.0224 -16.5105 -0.1849
C -24.7775 -16.2091 -0.8033
H -22.9596 -17.3301 -0.5028
H -23.3095 -16.2721 0.8725
H -24.1704 -18.2821 1.7500
H -24.8014 -18.9123 0.2027
H -25.8381 -16.4685 1.7616
H -26.7816 -17.8686 1.0555
H -24.6231 -15.1458 -0.9865
H -24.8580 -16.7502 -1.7460
C -19.4165 -24.4392 -5.7432
C -20.8957 -24.4974 -6.2797
C -20.7438 -25.3872 -7.5088
O -19.3013 -25.5422 -7.6933
C -18.5293 -24.5440 -7.0442
H -19.2278 -25.3160 -5.1237
H -19.1012 -23.5841 -5.1454
H -21.2500 -23.4828 -6.4619
H -21.5534 -24.8646 -5.4919
H -21.2622 -24.9264 -8.3497
H -21.0562 -26.4180 -7.3421
H -18.5754 -23.6127 -7.6087
H -17.4960 -24.7056 -6.7371
C -11.9416 -19.1054 -9.4357
C -13.2452 -19.4472 -10.0498
C -13.1739 -19.2441 -11.5286
O -11.8387 -19.6033 -11.7436
C -10.9350 -19.3191 -10.6258
H -11.6349 -19.6302 -8.5309
H -11.8976 -18.0418 -9.2013
H -14.1369 -18.8925 -9.7577
H -13.2992 -20.5150 -9.8378
H -13.1153 -18.2126 -11.8760
H -13.8613 -19.8172 -12.1507
H -10.3376 -18.4507 -10.9033
H -10.1619 -20.0706 -10.4656
C -21.1984 -25.2420 2.2134
C -20.2422 -25.7976 3.2593
O -19.0250 -25.1525 3.0577
S -19.1807 -23.8968 2.0145
O -18.0736 -23.8186 1.0388
O -19.7184 -22.7255 2.6256
O -20.4438 -24.6321 1.2700
H -21.7385 -24.4543 2.7386
H -21.8829 -25.9830 1.8007
H -20.1536 -26.8702 3.0869
H -20.6203 -25.7795 4.2814
C -21.9090 -7.3257 -6.6502
C -22.1353 -7.6108 -5.2035
O -23.5313 -7.4568 -5.0160
S -24.4110 -7.7576 -6.3173
O -25.1496 -6.5379 -6.6572
O -25.0382 -9.0583 -6.1503
O -22.9816 -7.9081 -7.1989
H -21.0410 -7.7322 -7.1693
H -21.9858 -6.2659 -6.8935
H -21.5266 -7.0985 -4.4584
H -21.9659 -8.6720 -5.0207
C -19.5929 -14.1841 -10.3272
C -20.9876 -14.0992 -10.8782
O -21.6193 -15.0898 -10.1058
S -20.6747 -16.4698 -9.9808
O -20.8536 -17.2420 -11.2165
O -20.5908 -17.1100 -8.6804
O -19.2614 -15.6028 -10.2033
H -19.3545 -13.7400 -9.3608
H -18.7611 -13.7945 -10.9142
H -21.1265 -14.3438 -11.9313
H -21.5220 -13.1595 -10.7388
C -10.1078 -22.1707 -1.2060
C -9.2959 -20.9702 -0.7571
O -8.0128 -21.3262 -1.1990
S -7.9273 -22.2470 -2.6059
O -7.0616 -23.4552 -2.4088
O -7.7791 -21.4464 -3.7684
O -9.5473 -22.5711 -2.4874
H -11.1554 -21.8899 -1.3142
H -10.1101 -23.0030 -0.5022
H -9.3072 -20.7221 0.3042
H -9.5815 -20.0400 -1.2482
C -13.9104 -6.0655 -10.2776
C -13.3353 -7.4632 -10.6634
O -14.0538 -8.4082 -9.8835
S -14.2139 -7.7495 -8.4454
O -12.9185 -7.7177 -7.8166
O -15.3683 -8.3623 -7.7288
O -14.6411 -6.2278 -9.0482
H -14.6316 -5.5458 -10.9084
H -13.2307 -5.2156 -10.2165
H -12.3081 -7.3498 -10.3169
H -13.4200 -7.5387 -11.7475
C -7.5276 -14.1610 -3.8221
C -6.8243 -12.7931 -4.0485
O -5.9206 -12.5492 -3.0616
S -6.0291 -13.5551 -1.8029
O -6.6338 -12.8364 -0.6896
O -4.6698 -14.2244 -1.7242
O -7.2066 -14.5269 -2.4653
H -7.0835 -14.8036 -4.5822
H -8.6118 -14.2401 -3.9021
H -7.6204 -12.0488 -4.0706
H -6.2758 -12.7675 -4.9900
C -12.4103 -15.1916 6.0019
C -12.9898 -15.6398 4.6698
O -13.4539 -16.9940 4.8283
S -13.1401 -17.6488 6.3104
O -12.0447 -18.6754 6.1465
O -14.3261 -17.9654 7.0921
O -12.5945 -16.2337 6.9235
H -12.8608 -14.2757 6.3845
H -11.3320 -15.0627 5.9082
H -12.2410 -15.6905 3.8793
H -13.7635 -14.9854 4.2683
C -10.1313 -5.3831 0.9958
C -9.6373 -6.7786 0.7914
O -10.7931 -7.4876 0.5116
S -12.1520 -6.9430 1.2714
O -12.2965 -7.6609 2.5360
O -13.3214 -6.8408 0.3007
O -11.4463 -5.5065 1.5507
H -9.9427 -4.7404 0.1360
H -9.6884 -4.9051 1.8696
H -9.1757 -7.1245 1.7163
H -8.9853 -6.8746 -0.0768

Here are the Löwdin charges for atoms 1 to 2, given in e: C -0.1901; C -0.1895

No. 6
ORCA calculation (ωB97M-V/def2-TZVPD) on C35H28FGeIN7O4ReS as an isolated structure.

Relative energy (zero: lowest compared OMol25 entry of this formula, charge and spin) = 54.7 kJ/mol
Gap between HOMO and LUMO = 7.419 eV
Net charge = +2

Positions of all 79 atoms, in Å:
Re 0.2928 -0.0210 -0.1077
F 3.2424 4.7086 -2.9307
C 2.9060 4.5310 -1.6608
C 3.5885 3.7230 -0.8526
N 3.2371 3.5573 0.4851
C 3.4422 2.2535 1.0847
C 2.2962 1.3538 0.6952
O 2.1885 0.1532 1.0548
O 1.3714 1.8203 -0.0531
C 2.1798 4.2655 1.0383
O 1.7969 4.0701 2.1707
N 1.5740 5.1714 0.1957
C 1.7055 5.2292 -1.1868
O 0.8908 5.7828 -1.8863
H 4.4519 3.1713 -1.2006
H 3.4735 2.3365 2.1698
H 4.3809 1.8168 0.7439
H 0.8021 5.6871 0.5999
S -0.8917 -4.5285 -3.4691
C -0.6445 -3.4215 -2.4370
N -0.4546 -2.5540 -1.6175
N -1.8000 4.3236 -2.5759
C -2.0098 3.0416 -2.2314
C -1.0216 2.3032 -1.5437
N -1.2186 1.0280 -1.2108
C -2.3849 0.4578 -1.5739
C -3.3326 1.2037 -2.2504
N -3.1717 2.4764 -2.5719
H -0.9640 4.8333 -2.3231
H -2.5446 4.8103 -3.0468
H -0.0950 2.7719 -1.2493
H -2.5380 -0.5819 -1.3383
H -4.2673 0.7391 -2.5426
I 2.6211 1.7519 -5.3494
C 2.7119 0.4637 -3.7343
C 3.6956 -0.5105 -3.6230
C 3.6891 -1.3444 -2.5153
C 2.7123 -1.1845 -1.5538
N 1.7633 -0.2416 -1.6645
C 1.7604 0.5653 -2.7342
H 4.4503 -0.6216 -4.3901
H 4.4360 -2.1162 -2.3948
H 2.6741 -1.8074 -0.6705
H 0.9698 1.3006 -2.7908
C -0.2454 -1.6003 -0.7914
Ge -1.0620 -1.9074 1.4581
C 0.1206 -2.7881 2.6749
C -0.4776 -3.6060 3.6389
C 0.3034 -4.2393 4.5931
C 1.6803 -4.0673 4.5885
C 2.2802 -3.2570 3.6358
C 1.5040 -2.6120 2.6836
C -2.3495 -3.1500 0.7347
C -3.5599 -2.8174 0.1205
C -4.3663 -3.8031 -0.4300
C -3.9730 -5.1328 -0.3835
C -2.7676 -5.4777 0.2096
C -1.9599 -4.4941 0.7620
C -1.6231 -0.0606 1.7312
C -2.9258 0.3980 1.4936
C -3.2078 1.7458 1.5174
C -2.1972 2.6867 1.7464
C -0.9178 2.2646 2.0229
C -0.6071 0.8866 2.0238
H -1.5514 -3.7555 3.6506
H -0.1636 -4.8683 5.3389
H 2.2872 -4.5664 5.3321
H 3.3536 -3.1221 3.6380
H 1.9859 -1.9719 1.9584
H -3.8984 -1.7928 0.0567
H -5.3075 -3.5316 -0.8895
H -4.6080 -5.8998 -0.8066
H -2.4568 -6.5133 0.2492
H -1.0240 -4.7836 1.2250
H -3.7327 -0.3041 1.3431
H -4.2277 2.0802 1.3740
H -2.4398 3.7411 1.7624
H -0.1415 2.9778 2.2709
H 0.3111 0.5733 2.5095

Here are the Löwdin charges for atoms 1 to 2, given in e: Re 1.4185; F 0.1036